# 1
{"formula": "C29H29F5MoN2O3PTe", "method": "ωB97M-V with the def2-TZVPD basis set", "total_charge": -1, "e_tot_ha": -2634.80521, "species": ["Mo", "C", "C", "C", "C", "C", "C", "P", "C", "C", "C", "C", "C", "C", "C", "C", "C", "C", "C", "C", "H", "H", "H", "H", "H", "H", "H", "H", "H", "H", "H", "H", "H", "H", "N", "C", "C", "C", "O", "O", "H", "H", "H", "H", "H", "H", "F", "Te", "F", "F", "F", "F", "O", "C", "C", "C", "C", "C", "C", "C", "C", "N", "H", "H", "H", "H", "H", "H", "H", "H", "H"], "positions_angstrom": [[-0.505393, -0.206612, -0.348318], [0.576966, 0.715482, 6.518749], [0.118547, -0.584826, 6.369500], [-0.096881, -1.109111, 5.101132], [0.152366, -0.329463, 3.977142], [0.605464, 0.981286, 4.130470], [0.821087, 1.498679, 5.396893], [-0.040549, -0.946248, 2.279692], [-0.853183, -2.563454, 2.389238], [-2.160437, -2.615851, 2.876755], [-2.890674, -3.788308, 2.788321], [-2.329985, -4.909825, 2.190768], [-1.040693, -4.856848, 1.685271], [-0.299211, -3.687375, 1.786531], [1.623311, -1.138845, 1.631937], [2.767101, -1.634629, 2.255327], [3.943690, -1.673294, 1.529533], [3.957875, -1.215144, 0.210908], [2.808272, -0.719944, -0.385596], [1.604602, -0.662086, 0.324460], [0.742663, 1.121275, 7.508926], [-0.073639, -1.197851, 7.241241], [-0.455159, -2.124277, 4.985589], [0.789891, 1.592367, 3.252882], [1.174668, 2.515739, 5.508455], [-2.621834, -1.727535, 3.297838], [-3.910274, -3.815544, 3.151362], [-2.915906, -5.814086, 2.084452], [-0.616119, -5.701560, 1.160482], [0.682047, -3.641011, 1.331259], [2.735186, -1.982518, 3.282271], [4.850464, -2.059081, 1.978792], [4.882796, -1.249372, -0.353802], [2.875554, -0.366989, -1.410945], [-0.063061, 0.036641, -2.428151], [-0.107879, 1.385305, -3.026024], [0.971888, 2.300346, -2.474524], [0.840301, 2.624769, -0.988367], [1.255334, 3.681449, -0.552575], [0.282948, 1.701556, -0.273796], [0.827473, -0.425841, -2.611214], [-0.757165, -0.592491, -2.880032], [-1.099587, 1.793416, -2.828696], [0.005929, 1.290771, -4.108237], [0.981027, 3.239482, -3.025646], [1.955757, 1.840698, -2.620302], [-3.112410, -3.176224, -1.371414], [-1.165701, -3.576050, -2.260128], [-1.163931, -4.472403, -4.001652], [0.482546, -2.743061, -2.884417], [-1.781824, -1.957198, -3.295649], [0.252885, -4.715465, -1.297207], [-0.641317, -1.890148, -0.701765], [-4.074173, -0.212203, -1.938066], [-4.414034, 0.231394, -0.550612], [-5.742531, 0.325046, -0.149099], [-6.085582, 0.740717, 1.125980], [-5.092112, 1.115604, 2.021072], [-3.754262, 1.059658, 1.659049], [-2.692660, 1.549354, 2.599306], [-3.416676, 0.568878, 0.382086], [-2.092357, 0.459456, 0.022149], [-4.915044, -0.031032, -2.608549], [-3.826818, -1.277839, -1.937161], [-3.201648, 0.315293, -2.323546], [-6.516188, 0.055639, -0.858798], [-7.127053, 0.782991, 1.420856], [-5.355302, 1.469244, 3.011602], [-3.118778, 1.777887, 3.576035], [-2.222331, 2.453115, 2.203172], [-1.888275, 0.825005, 2.729203]], "atomic_forces_ev_per_a": [[0.4996, -0.1736, 1.6329], [-0.0048, -0.0083, -0.0061], [0.0005, 0.0021, -0.0022], [0.0172, -0.0061, 0.0011], [-0.1699, 0.1671, -0.0370], [0.0088, 0.0138, 0.0111], [-0.0007, 0.0031, -0.0040], [0.1303, -0.4806, -0.7267], [-0.0062, 0.0217, 0.1176], [-0.0087, 0.0256, 0.0214], [-0.0042, 0.0073, 0.0089], [0.0086, -0.0088, -0.0157], [-0.0051, 0.0203, -0.0058], [0.0064, 0.0159, -0.0467], [-0.0023, 0.0286, 0.1469], [0.0139, -0.0085, -0.0113], [-0.0097, -0.0015, 0.0017], [-0.0174, 0.0138, 0.0021], [0.0793, 0.0539, 0.0939], [0.0126, -0.0753, -0.1982], [-0.0030, -0.0004, -0.0033], [0.0049, 0.0066, -0.0013], [0.0030, 0.0083, -0.0029], [0.0004, -0.0036, -0.0035], [0.0008, -0.0049, 0.0000], [0.0107, -0.0046, 0.0022], [0.0055, 0.0019, -0.0021], [0.0060, 0.0039, 0.0052], [0.0074, -0.0065, 0.0022], [0.0058, 0.0070, 0.0030], [0.0036, 0.0031, 0.0027], [-0.0007, 0.0073, -0.0020], [0.0003, -0.0064, 0.0112], [-0.0321, -0.0302, -0.0061], [-0.3892, -0.0803, -0.4620], [0.0544, -0.0351, -0.0094], [-0.0049, -0.0461, 0.0006], [0.0429, -0.0448, -0.0637], [0.0177, 0.0070, 0.0215], [-0.0117, 0.0732, -0.0686], [-0.0057, -0.0679, 0.0245], [0.1519, 0.0311, -0.0536], [-0.0066, 0.0259, 0.0248], [-0.0230, 0.0112, -0.0127], [0.0007, 0.0116, 0.0085], [0.0018, -0.0023, 0.0056], [-0.0491, -0.0790, -0.0424], [0.2891, 0.2392, -0.3855], [-0.0476, -0.0361, 0.1727], [0.0231, -0.0249, -0.0002], [-0.0226, -0.0252, 0.0792], [-0.0730, -0.1315, 0.0081], [-0.3867, 0.8961, 0.1371], [0.0590, -0.0825, 0.0822], [-0.0884, 0.0380, 0.0046], [0.0269, 0.0358, -0.0318], [0.0412, -0.0065, 0.0479], [-0.0320, -0.0458, -0.0204], [-0.0609, 0.0075, 0.0177], [0.0386, -0.0094, -0.0579], [0.0326, 0.1393, 0.3773], [-0.0510, -0.3948, -0.7417], [0.0032, -0.0558, -0.0012], [0.0328, -0.0302, -0.0422], [-0.0095, 0.0260, -0.0179], [-0.0014, 0.0021, 0.0079], [0.0028, 0.0173, -0.0014], [-0.0070, 0.0026, -0.0036], [0.0036, 0.0109, 0.0120], [0.0312, -0.0162, -0.0068], [-0.1441, 0.0478, 0.0016]], "mulliken_charge": [-0.663, -0.511, -0.576, -0.514, 0.633, -0.458, -0.689, 2.159, 0.169, -0.168, -0.815, -0.484, -0.508, -0.736, -0.312, -0.743, -0.706, -0.804, -0.095, 1.192, 0.369, 0.412, 0.371, 0.442, 0.422, 0.435, 0.381, 0.365, 0.411, 0.269, 0.473, 0.402, 0.399, 0.205, -0.305, -0.524, -0.526, 0.402, -0.711, -0.423, 0.309, 0.408, 0.277, 0.474, 0.382, 0.208, -0.724, 1.401, -0.485, -0.495, -0.611, -0.592, 0.266, -1.034, 0.967, -0.888, -0.785, -0.927, 0.752, -0.945, 0.422, -0.343, 0.463, 0.136, -0.068, 0.408, 0.382, 0.356, 0.368, 0.355, -0.076]}


# 2
{"formula": "C29H29GeN2O4STi", "method": "ωB97M-V with the def2-TZVPD basis set", "total_charge": 1, "e_tot_ha": -4857.31867, "species": ["Ti", "C", "O", "C", "C", "C", "C", "C", "C", "N", "N", "C", "O", "C", "C", "C", "C", "C", "C", "C", "O", "H", "H", "H", "H", "H", "H", "H", "H", "H", "H", "H", "H", "C", "S", "C", "O", "H", "H", "H", "H", "H", "H", "Ge", "C", "C", "C", "C", "C", "C", "C", "C", "C", "C", "C", "C", "H", "H", "H", "H", "H", "H", "H", "H", "H", "H", "H"], "positions_angstrom": [[0.301565, -0.575174, -0.493500], [-1.677327, -3.845229, -2.389886], [-0.382393, -3.706515, -2.998621], [0.076678, -2.500056, -3.338198], [1.003605, -2.441655, -4.369108], [1.539224, -1.242809, -4.796594], [1.153564, -0.047447, -4.225188], [0.230685, -0.071563, -3.181672], [-0.258393, 1.191068, -2.509422], [0.322664, 1.519674, -1.428507], [-0.228374, 2.500800, -0.622264], [-0.561299, 1.969280, 0.489217], [-0.410125, 0.650568, 0.693787], [-1.154717, 2.735412, 1.597532], [-1.341784, 4.110931, 1.465532], [-1.892450, 4.827400, 2.512222], [-2.257523, 4.181486, 3.686205], [-2.073560, 2.813291, 3.817898], [-1.522296, 2.086603, 2.773696], [-0.289505, -1.288989, -2.699193], [-1.046852, -1.256322, -1.548282], [-1.970458, -4.872116, -2.586710], [-2.392993, -3.162884, -2.846200], [-1.622873, -3.665645, -1.317819], [1.286841, -3.374865, -4.837133], [2.253581, -1.242893, -5.608702], [1.544157, 0.893510, -4.586085], [-1.155290, 1.702081, -2.858813], [-1.059010, 4.605815, 0.546782], [-2.041476, 5.894294, 2.414163], [-2.689067, 4.748580, 4.500275], [-2.361107, 2.310647, 4.731231], [-1.378902, 1.019410, 2.865919], [3.331467, 1.824374, 0.208767], [3.476080, 0.047997, 0.290340], [4.853695, -0.196553, -0.808116], [2.289973, -0.453710, -0.540346], [4.222062, 2.249738, 0.672005], [2.452933, 2.111918, 0.783651], [3.233193, 2.139209, -0.828660], [5.733485, 0.242209, -0.338323], [4.633663, 0.271452, -1.765697], [4.991991, -1.270782, -0.915817], [0.839907, -2.915336, 0.536891], [-0.648796, -3.512064, 1.628693], [-1.103279, -4.830724, 1.594786], [-2.175521, -5.240319, 2.372544], [-2.815568, -4.332296, 3.205194], [-2.380470, -3.015929, 3.252983], [-1.310711, -2.613401, 2.467188], [2.514586, -2.811406, 1.514601], [2.559395, -2.321093, 2.818384], [3.768855, -2.095383, 3.460058], [4.964249, -2.366096, 2.805501], [4.939275, -2.874046, 1.512864], [3.725001, -3.089411, 0.877998], [1.045303, -3.871882, -0.655148], [-0.613279, -5.556518, 0.954130], [-2.512701, -6.267859, 2.334061], [-3.652153, -4.648733, 3.814083], [-2.878585, -2.303360, 3.897654], [-0.995702, -1.573748, 2.512351], [1.636814, -2.110096, 3.350589], [3.782587, -1.718087, 4.474376], [5.908103, -2.202544, 3.309047], [5.868076, -3.118374, 1.011944], [3.722481, -3.498432, -0.128537]], "atomic_forces_ev_per_a": [[0.0474, -0.1632, 0.2525], [0.0828, -0.0230, 0.0131], [-0.0870, -0.1514, 0.0549], [-0.0436, 0.2534, 0.1416], [-0.0830, -0.2659, 0.0438], [0.1804, 0.1264, -0.1580], [-0.2124, 0.0976, 0.1544], [-0.0358, 0.6893, 0.0296], [0.0777, -0.2188, -0.3062], [-0.1405, -0.4390, -0.1026], [0.1318, 0.3049, -0.4874], [-0.3456, -0.0448, 0.6241], [0.2747, -0.5122, 0.0120], [0.0542, 0.0723, -0.0476], [-0.0170, -0.0185, 0.0535], [0.0009, 0.0587, -0.0288], [-0.0141, -0.0133, 0.0501], [0.0170, -0.0095, -0.0403], [-0.0004, 0.0498, -0.0139], [0.0473, -0.0855, 0.0886], [0.3806, 0.1408, -0.2587], [-0.0160, 0.0069, 0.0261], [-0.0020, 0.0159, -0.0029], [-0.0462, -0.0266, -0.0111], [-0.0100, -0.0135, 0.0042], [0.0051, -0.0050, -0.0055], [-0.0157, 0.0276, 0.0187], [0.0619, 0.0934, -0.0860], [0.0073, -0.0189, -0.0131], [0.0019, -0.0023, -0.0030], [-0.0026, -0.0011, 0.0013], [-0.0017, 0.0015, 0.0056], [-0.0014, -0.0088, -0.0020], [0.0858, 0.0119, -0.0982], [0.0844, -0.0259, 0.3507], [-0.0493, 0.0248, -0.0593], [-0.2711, -0.0537, -0.4298], [-0.0049, 0.0054, -0.0071], [-0.0209, -0.0166, -0.0002], [-0.0113, 0.0254, 0.0130], [0.0056, 0.0076, -0.0061], [0.0225, 0.0160, -0.0217], [-0.0318, 0.0621, 0.0199], [-0.2061, 0.1544, 0.0182], [-0.1797, -0.0846, 0.1782], [0.1021, -0.1056, -0.1239], [-0.0603, 0.0511, 0.0673], [0.0118, 0.0024, -0.0040], [-0.0269, -0.0493, 0.0049], [0.0553, 0.1210, -0.0111], [0.2166, 0.0118, 0.1040], [-0.1094, 0.0766, 0.0869], [0.0876, -0.0293, -0.0256], [-0.0329, 0.0100, 0.0023], [0.0699, 0.0142, 0.1454], [-0.0688, -0.1103, -0.1600], [0.0311, -0.0111, 0.0146], [0.0013, 0.0228, 0.0057], [0.0155, -0.0058, -0.0145], [-0.0002, -0.0068, -0.0039], [0.0021, 0.0066, 0.0004], [0.0167, -0.0196, -0.0236], [-0.0005, -0.0140, -0.0212], [-0.0132, 0.0001, 0.0046], [0.0045, -0.0005, -0.0040], [0.0030, -0.0125, -0.0185], [-0.0246, 0.0045, 0.0098]], "mulliken_charge": [0.265, -0.569, -0.459, -0.116, -0.630, -0.698, -0.613, 1.006, -0.666, 0.400, -0.965, 0.552, -0.269, 0.093, -0.453, -0.692, -0.382, -0.762, -0.119, 1.261, -0.609, 0.272, 0.326, 0.171, 0.501, 0.433, 0.536, 0.447, 0.492, 0.413, 0.399, 0.423, 0.553, -1.000, 0.660, -1.160, -0.493, 0.490, 0.216, 0.339, 0.485, 0.395, 0.328, 0.290, 0.228, -0.262, -0.661, -0.434, -0.691, 0.234, -0.023, -0.122, -0.742, -0.505, -0.414, -0.452, -0.113, 0.399, 0.408, 0.390, 0.414, 0.054, 0.425, 0.444, 0.422, 0.471, 0.435]}


Relative energy (zero: lowest compared OMol25 entry of this formula, charge and spin) list, top to bottom, in kcal per mole: 57.6; 28.1